No. 1
The molecule C5H10S, computed with wB97M-V/def2-TZVPD.

Output
Largest force on an atom = 4.25 eV Å⁻¹
Energy = -594.62590 Ha

Structure (XYZ):
```
16
Properties=species:S:1:pos:R:3:nbo_charge:R:1
S -3.3554 -0.1618 -0.0375 -0.0392
C -1.7997 0.7355 -0.1578 -0.5271
C -0.7242 -0.3591 -0.0187 -0.4003
C 0.7368 0.0153 -0.4169 -0.2460
C 2.0418 -0.7349 -0.1082 -0.4263
C 1.6925 0.7300 0.3173 -0.4128
H -2.8204 -1.0765 0.8665 0.1236
H -1.8406 1.5169 0.5744 0.2156
H -1.5977 1.2382 -1.1154 0.2239
H -0.7151 -0.8206 1.0182 0.1974
H -1.1399 -1.2028 -0.5866 0.2229
H 0.7879 0.2295 -1.4615 0.2068
H 2.0692 -1.4360 0.7655 0.2069
H 2.7431 -0.9498 -0.8900 0.2152
H 2.4068 1.4550 -0.1779 0.2231
H 1.5148 0.8210 1.4286 0.2162
```

---

No. 2
A cluster of 2 separate species, C14H20N2O in total, computed with wB97M-V/def2-TZVPD.

Output
Largest force on an atom = 3.15 eV Å⁻¹
Energy = -730.15102 Ha

Structure (XYZ):
```
37
Properties=species:S:1:pos:R:3:nbo_charge:R:1
C -2.1234 2.1617 2.5290 -0.6348
C -0.7072 2.2131 2.0548 -0.0687
C -0.1574 3.1837 1.2350 -0.0364
N 1.2093 3.2727 1.4159 -0.5339
C 1.5485 2.1290 2.1444 0.1514
C 2.8765 1.7282 2.2926 -0.2360
C 3.1196 0.5712 2.9779 -0.2226
C 1.9956 -0.1251 3.5359 -0.2326
C 0.6765 0.2293 3.2649 -0.1921
C 0.3976 1.4194 2.5682 -0.1065
H -2.7891 1.5952 1.8646 0.2187
H -2.4884 3.2008 2.4524 0.2156
H -2.0785 1.8137 3.5566 0.2238
H -0.7495 3.8915 0.7061 0.2036
H 1.8803 3.6701 0.7853 0.4047
H 3.6902 2.3509 1.9234 0.2080
H 4.0596 0.1180 3.2354 0.2166
H 2.1268 -1.1019 3.9835 0.2102
H -0.1973 -0.2737 3.6512 0.2116
C -0.5404 -0.0487 -2.9223 -0.6625
C -1.0642 -1.2603 -3.6914 -0.2397
N -1.1416 -2.4672 -2.8759 -0.4764
C -2.5762 -2.6149 -2.4721 -0.4205
C -0.1903 -2.5968 -1.7413 0.7064
C 1.3057 -2.6668 -2.0171 -0.7263
O -0.5563 -2.9198 -0.6459 -0.5742
H -1.0766 0.4267 -2.1002 0.2210
H -0.3801 0.8542 -3.5484 0.2165
H 0.4194 -0.0625 -2.4410 0.2125
H -1.9953 -1.0452 -4.2589 0.2136
H -0.5552 -1.2991 -4.6262 0.2019
H -2.7434 -3.5556 -1.9074 0.2161
H -2.8468 -1.9117 -1.6968 0.1911
H -3.2661 -2.5672 -3.2681 0.2004
H 1.3756 -3.6350 -2.5809 0.2441
H 1.8076 -1.7923 -2.4032 0.2306
H 1.7345 -2.8859 -0.9800 0.2451
```

---

No. 3
A structure of composition C15H19AuN6O3S2, computed with wB97M-V/def2-TZVPD.

Output
Total charge = +2
Largest force on an atom = 4.46 eV Å⁻¹
Energy = -2068.65746 Ha

Structure (XYZ):
```
46
Properties=species:S:1:pos:R:3:nbo_charge:R:1
Au -0.5241 -1.1909 0.9843 1.2047
C 1.4304 -5.4185 -2.0943 -0.6839
C 0.1202 -4.7874 -1.8780 0.3748
N -0.9785 -5.0757 -2.4925 -0.1878
N -1.9275 -4.2577 -2.0246 -0.3163
C -1.4470 -3.4194 -1.0969 0.2215
S -2.2916 -2.2212 -0.2676 0.0189
N -0.1222 -3.7457 -0.9825 -0.2282
N 0.7379 -3.1134 -0.0918 -0.6242
H 1.3012 -6.2301 -2.8054 0.2946
H 1.8474 -5.8240 -1.1728 0.2512
H 2.1491 -4.7111 -2.5094 0.2522
H -2.8785 -4.3236 -2.3660 0.4641
H 1.5801 -2.7869 -0.5649 0.4200
H 1.0168 -3.7424 0.6628 0.4213
N 3.6209 1.8137 4.5671 -0.7125
C 2.7375 1.1737 3.8005 0.2796
C 2.9529 0.9773 2.4175 -0.2768
C 2.0518 0.2466 1.6940 0.0534
N 0.9617 -0.3190 2.2282 -0.5649
C 0.6966 -0.0788 3.5176 0.0770
C 1.5376 0.6410 4.3272 -0.2714
H 4.4675 2.2063 4.1819 0.4203
H 3.4485 1.9613 5.5509 0.4227
H 3.8191 1.4044 1.9379 0.2483
H 2.2075 0.0827 0.6385 0.2098
H -0.2048 -0.5152 3.9184 0.2317
H 1.2927 0.7865 5.3688 0.2528
C -1.6440 3.4484 -4.2744 -0.6450
C -1.6343 3.2146 -2.8072 0.0502
C -2.8030 3.3622 -2.0547 -0.1840
C -2.8374 2.9989 -0.7148 -0.2129
C -1.6605 2.5864 -0.1386 -0.1952
C -0.4764 2.4546 -0.8300 -0.2508
C -0.4578 2.8085 -2.1672 -0.1919
S -1.6520 1.9863 1.5880 2.3700
O -2.8067 2.5005 2.2389 -0.8362
O -0.3428 2.2271 2.1228 -0.9411
O -1.8423 0.5315 1.2213 -0.8723
H -2.6546 3.4575 -4.6684 0.2349
H -1.0518 2.7126 -4.8136 0.2305
H -1.1871 4.4207 -4.4749 0.2498
H -3.6988 3.7484 -2.5188 0.2358
H -3.7350 3.1005 -0.1247 0.2575
H 0.4162 2.1503 -0.3071 0.2232
H 0.4650 2.7586 -2.7255 0.2245
```

---

No. 4
A structure of composition C35H43ClDyN2Si2, computed with wB97M-V/def2-TZVPD.

Output
Total charge = +1
<S²> = 9.427
Largest force on an atom = 2.77 eV Å⁻¹
Energy = -3392.98802 Ha
Multiplicity = 6

Structure (XYZ):
```
84
Properties=species:S:1:pos:R:3:lowdin_spin:R:1
C -3.4531 4.2898 0.8848 -0.0024
C -2.5134 3.7446 1.8128 0.0053
C -1.2332 3.7434 1.1752 0.0043
H -2.7326 3.4542 2.8401 -0.0001
C -1.3771 4.2726 -0.1371 0.0050
C -2.7457 4.6213 -0.3251 0.0028
H -3.1492 5.0795 -1.2262 0.0004
H -4.5041 4.4740 1.1030 -0.0003
H -0.2889 3.4354 1.6266 -0.0006
H -0.5783 4.3932 -0.8681 0.0007
Dy -2.7906 2.1510 -0.1133 5.5231
Si 2.7352 -3.7861 -1.7002 -0.0017
C 3.1864 -4.7431 -0.1458 -0.0002
C 3.6378 -6.0799 -0.0749 -0.0001
H 3.7676 -6.6664 -0.9866 0.0000
C 3.9455 -6.6535 1.1694 0.0000
H 4.2870 -7.6859 1.2244 0.0000
C 3.8203 -5.9124 2.3505 0.0000
H 4.0424 -6.3616 3.3176 0.0000
C 3.4084 -4.5772 2.2789 0.0000
H 3.3195 -3.9746 3.1808 0.0000
C 3.1097 -3.9923 1.0425 0.0000
H 2.8355 -2.9339 1.0044 -0.0001
C 4.2972 -2.9782 -2.3585 -0.0003
C 5.4692 -2.8657 -1.5763 -0.0001
H 5.5657 -3.4233 -0.6412 0.0000
C 6.5303 -2.0562 -2.0012 0.0000
H 7.4036 -1.9355 -1.3608 0.0000
C 6.4841 -1.4169 -3.2430 -0.0001
H 7.2928 -0.7567 -3.5530 0.0000
C 5.4024 -1.6651 -4.0935 0.0000
H 5.3981 -1.2365 -5.0959 0.0000
C 4.3338 -2.4694 -3.6755 -0.0001
H 3.5308 -2.7193 -4.3718 0.0000
H 1.7148 -2.7487 -1.4573 -0.0025
Si -0.1691 0.3996 0.0624 -0.3078
C 1.2476 1.4047 -0.6117 -0.0555
C 2.4002 1.6662 0.1571 -0.0149
H 2.4850 1.2399 1.1655 -0.0007
C 3.3959 2.5180 -0.3435 -0.0010
H 4.2700 2.7267 0.2745 -0.0001
C 3.2399 3.1345 -1.5928 -0.0095
H 4.0093 3.8189 -1.9640 -0.0006
C 2.0721 2.9182 -2.3368 0.0016
H 1.9124 3.4449 -3.2836 0.0003
C 1.0703 2.0648 -1.8491 -0.0120
H 0.1371 1.9491 -2.4083 -0.0011
C 0.2335 -0.1096 1.8106 -0.0528
C 0.0396 0.7976 2.8785 -0.0114
H -0.3856 1.7910 2.7120 -0.0011
C 0.4102 0.4416 4.1798 0.0011
H 0.2486 1.1588 4.9878 0.0002
C 0.9699 -0.8115 4.4453 -0.0092
H 1.2674 -1.0778 5.4610 -0.0005
C 1.1268 -1.7303 3.3969 -0.0008
H 1.5344 -2.7206 3.5889 -0.0001
C 0.7357 -1.3957 2.0961 -0.0137
H 0.8340 -2.1421 1.3031 -0.0009
H 2.1057 -4.7527 -2.6797 -0.0001
Cl -0.3605 -1.3486 -1.0300 -0.0784
C -4.4473 1.9473 -2.2366 0.0139
N -4.9145 2.6444 -1.0060 0.0043
C -5.6332 3.8735 -1.4077 0.0007
C -5.8567 1.8184 -0.1409 0.0013
C -5.1388 1.1867 1.0544 0.0056
N -4.0250 0.3246 0.5950 0.0022
C -3.3035 -0.2293 1.7619 -0.0030
C -4.4928 -0.7622 -0.2948 -0.0005
H -4.1755 2.7071 -2.9733 0.0007
H -5.2678 1.3413 -2.6375 0.0002
H -3.5562 1.2792 -2.0884 0.0099
H -5.9247 4.4133 -0.5033 0.0002
H -4.9774 4.4878 -2.0244 0.0000
H -6.5342 3.5920 -1.9736 0.0002
H -6.6159 2.5142 0.2396 0.0001
H -6.3681 1.0825 -0.7865 0.0002
H -4.7182 1.9756 1.7204 0.0017
H -5.8285 0.5761 1.6598 0.0003
H -3.9976 -0.8129 2.3920 -0.0008
H -2.4849 -0.8798 1.4196 -0.0029
H -2.8839 0.5969 2.3642 0.0016
H -5.1289 -0.3409 -1.0832 0.0001
H -3.6203 -1.2489 -0.7537 0.0003
H -5.0887 -1.4930 0.2774 -0.0002
```

---

What is the energy in the third record? -2068.65746 Ha

---

Which value of largest force on an atom does entry 2 give? 3.15 eV Å⁻¹

---

Among the records above, which one has the highest energy? C5H10S

---

Look up the largest force on an atom of the fourth one. 2.77 eV Å⁻¹